Record 1
Computed, not measured: a cluster of 2 separate species, CH6OS2 in total at a distorted geometry, with ωB97M-V/def2-TZVPD.

The energy relative to the best compared isomer or geometry (same formula, charge and spin) is 130.0 kJ/mol. The HOMO energy comes out at -0.3475 Ha. The multiplicity is 1. Its electronic energy is -24850.87855 eV. The value obtained for the frontier orbital gap is 9.85 eV.

Atoms and positions in Å:
C1 -2.628 0.966 -2.476
O1 -1.802 2.007 -2.008
H1 -2.199 0.420 -3.344
H2 -2.838 0.180 -1.670
H3 -3.564 1.425 -2.938
H4 -1.633 1.857 -1.073
S1 4.295 -2.449 2.907
S2 3.822 -0.819 3.807
H5 3.509 -2.579 1.792
H6 3.037 -1.007 5.004

=====

Record 2
Computed, not measured: an isolated molecule of C4H8N4 at a distorted geometry, with ωB97M-V/def2-TZVPD.

The energy relative to the best compared isomer or geometry (same formula, charge and spin) is 383.9 kJ/mol. The HOMO energy comes out at -0.3463 Ha. The multiplicity is 1. Its electronic energy is -10234.26328 eV. The value obtained for the frontier orbital gap is 9.72 eV.

Atoms and positions in Å:
H1 -0.076 2.873 2.000
N1 -0.043 2.736 1.015
C1 0.208 1.564 0.487
N2 0.571 1.359 -0.896
C2 -0.018 0.286 1.190
C3 0.344 -1.001 1.081
C4 1.003 -1.553 -0.280
N3 0.307 -1.609 -1.299
N4 -1.040 -1.124 -1.285
H2 0.182 2.280 -1.425
H3 -0.192 0.753 -1.214
H4 -0.571 0.382 2.065
H5 0.041 -1.858 1.675
H6 2.128 -1.832 -0.459
H7 -1.255 -1.519 -2.206
H8 -1.589 -1.738 -0.448

=====

Record 3
Computed, not measured: a structure of composition C24H40BeBr6F6NO18S2 at a distorted geometry, with ωB97M-V/def2-TZVPD.

Its total charge is +1. The energy relative to the best compared isomer or geometry (same formula, charge and spin) is 474.4 kJ/mol. The HOMO energy comes out at -0.4179 Ha. The multiplicity is 1. Its electronic energy is -522496.47165 eV. The value obtained for the frontier orbital gap is 1.50 eV.

Atoms and positions in Å:
Be1 -4.172 2.880 -0.142
C1 -0.314 3.035 1.810
F1 -0.097 3.518 0.596
F2 0.747 2.286 2.200
F3 -0.671 3.944 2.743
S1 -1.799 1.744 1.531
O1 -1.318 0.517 2.048
O2 -3.032 2.213 2.163
N1 -2.033 1.668 -0.149
S2 -1.155 0.402 -0.675
O3 0.163 0.298 -0.051
O4 -1.880 -0.866 -0.847
C2 -0.646 0.850 -2.534
F4 0.239 -0.053 -3.028
F5 -1.688 0.981 -3.348
F6 0.023 2.029 -2.510
Br1 -1.916 1.649 -6.511
C3 -0.004 1.447 -6.013
C4 0.460 2.842 -5.456
Br2 2.375 2.855 -4.935
H1 0.572 1.214 -6.908
H2 0.106 0.644 -5.284
H3 -0.007 3.258 -4.563
H4 0.347 3.554 -6.274
Br3 -6.029 4.717 5.784
C5 -4.360 3.628 6.093
C6 -3.989 2.892 4.887
Br4 -2.410 1.720 5.308
H5 -4.523 3.085 7.024
H6 -3.493 4.226 6.373
H7 -3.698 3.604 4.115
H8 -4.771 2.316 4.392
Br5 3.884 3.158 5.112
C7 2.429 4.537 5.261
C8 0.962 4.048 5.305
Br6 0.714 3.303 7.213
H9 2.549 5.213 4.415
H10 2.706 5.107 6.148
H11 0.781 3.296 4.537
H12 0.451 4.992 5.110
C9 1.366 -3.259 4.056
C10 2.561 -2.394 3.558
C11 2.238 -1.081 2.695
O5 2.688 -0.134 3.621
C12 3.306 -0.662 4.640
O6 3.933 -0.124 5.554
O7 3.386 -1.891 4.562
H13 0.651 -3.400 3.246
H14 0.906 -2.803 4.932
H15 1.695 -4.251 4.364
H16 3.222 -3.038 2.978
H17 1.181 -0.984 2.446
H18 2.745 -1.061 1.730
C13 4.080 2.441 1.538
C14 3.419 1.410 0.543
C15 3.103 2.105 -0.744
O8 3.265 1.073 -1.691
C16 4.063 0.171 -1.178
O9 4.404 -0.900 -1.794
O10 4.331 0.521 0.102
H19 4.421 1.913 2.429
H20 3.351 3.199 1.822
H21 4.988 2.869 1.115
H22 2.538 0.990 1.027
H23 3.755 2.961 -0.919
H24 2.057 2.411 -0.766
C17 -3.701 -4.005 -0.236
C18 -4.209 -4.884 -1.400
C19 -4.133 -4.384 -2.838
O11 -3.660 -5.469 -3.524
C20 -3.325 -6.479 -2.674
O12 -2.754 -7.508 -3.009
O13 -3.400 -5.973 -1.419
H25 -2.851 -3.451 -0.634
H26 -3.467 -4.594 0.651
H27 -4.411 -3.297 0.192
H28 -5.189 -5.338 -1.252
H29 -3.471 -3.586 -3.174
H30 -5.168 -4.213 -3.132
C21 3.478 -4.989 -4.446
C22 2.968 -3.655 -4.902
C23 1.944 -3.060 -3.939
O14 2.264 -1.744 -4.053
C24 3.385 -1.489 -4.685
O15 3.903 -0.390 -4.760
O16 3.953 -2.635 -5.115
H31 2.763 -5.797 -4.602
H32 3.521 -4.967 -3.357
H33 4.471 -5.280 -4.788
H34 2.541 -3.895 -5.876
H35 1.964 -3.374 -2.895
H36 0.931 -3.117 -4.337
O17 -4.547 1.103 -4.783
H37 -3.628 0.836 -4.798
H38 -4.685 1.538 -5.624
O18 -5.871 1.916 1.439
H39 -6.459 2.166 2.152
H40 -6.309 1.179 1.013

=====

Record 4
Computed, not measured: a cluster of 2 separate species, C4H8N2O in total at a distorted geometry, with ωB97M-V/def2-TZVPD.

The energy relative to the best compared isomer or geometry (same formula, charge and spin) is 124.5 kJ/mol. The HOMO energy comes out at -0.3201 Ha. The multiplicity is 1. Its electronic energy is -9305.10287 eV. The value obtained for the frontier orbital gap is 9.24 eV.

Atoms and positions in Å:
C1 -0.656 1.739 -1.376
C2 -0.291 0.291 -1.222
C3 0.286 -0.416 -0.191
N1 0.326 -1.772 -0.607
C4 -0.253 -1.803 -1.799
N2 -0.636 -0.619 -2.232
H1 -0.093 2.363 -2.091
H2 -0.494 2.136 -0.359
H3 -1.730 1.812 -1.615
H4 0.598 0.069 0.734
H5 0.744 -2.560 -0.106
H6 -0.525 -2.724 -2.314
O1 0.826 0.886 4.356
H7 0.252 0.125 4.112
H8 1.647 0.474 4.709

=====

- Among the records above, which one has the lowest electronic energy?
  C24H40BeBr6F6NO18S2

=====

- electronic energy of number 4 (C4H8N2O)?
  -9305.10287 eV